1.
Formula: ArH20KrO10
Source: the OMol25 dataset
Level of theory: ωB97M-V/def2-TZVPD

Geometry as ORCA input:
```
! wB97M-V def2-TZVPD RIJCOSX def2/J DEFGRID3
* xyz 0 1
Ar -3.8629 -0.6729 -1.6167
Kr -0.7629 -0.3853 0.5071
O -0.7049 3.0861 1.7532
H -0.5973 2.5307 2.5254
H -1.6378 3.0311 1.5462
O 0.2647 0.9468 3.8469
H 0.6622 0.0771 3.8026
H 0.6473 1.3459 4.6283
O -1.2049 2.0790 -2.5164
H -0.9529 2.4539 -1.6725
H -1.0945 2.7965 -3.1403
O 1.5520 -2.6325 -1.3468
H 1.7956 -3.1120 -0.5550
H 2.0147 -3.0840 -2.0527
O -1.1721 -3.0115 -2.1734
H -1.0380 -2.2696 -2.7632
H -0.4471 -2.9570 -1.5507
O -4.4650 0.0413 2.2776
H -3.6526 -0.0977 2.7644
H -4.6866 -0.8222 1.9291
O -0.4878 -0.4221 -3.6615
H 0.3324 -0.2607 -4.1278
H -0.6006 0.3459 -3.1015
O 3.1933 0.0208 -1.1714
H 3.5782 -0.0211 -2.0467
H 2.7273 -0.8097 -1.0741
O 1.7754 -1.3617 3.3132
H 1.6976 -2.1309 2.7488
H 2.5980 -0.9510 3.0469
O 1.7461 2.3929 -0.0559
H 0.9379 2.2973 0.4480
H 1.8452 1.5569 -0.5114
*
```

Computed properties:
Energy above the lowest of the compared OMol25 structures with the same formula, charge and spin, kJ/mol: 16.6
Electronic energy, Eh: -4045.5172

2.
Formula: As3F18Rb
Source: the OMol25 dataset
Level of theory: ωB97M-V/def2-TZVPD

Geometry as ORCA input:
```
! wB97M-V def2-TZVPD RIJCOSX def2/J DEFGRID3
* xyz -2 1
Rb 0.2560 2.4774 -0.0585
As 1.4687 -3.2523 -0.2702
F 1.2316 -5.0405 0.0037
F 2.5316 -3.2077 1.1906
F 1.7873 -1.5268 -0.6758
F 0.4243 -3.3620 -1.7017
F -0.0001 -2.8026 0.5894
F 2.9653 -3.6332 -1.1624
As -1.2061 2.6261 -5.3281
F -1.4370 1.8508 -3.7238
F 0.6003 2.3744 -5.2192
F -1.0863 3.2147 -6.9936
F -2.9742 2.8655 -5.5144
F -0.9507 4.2502 -4.6057
F -1.2492 0.9584 -6.0033
As -0.3218 0.3398 5.6834
F -1.8080 1.3713 5.7200
F 0.6381 1.5951 6.5624
F 1.0722 -0.7362 5.3842
F -1.3071 -0.8471 4.8113
F 0.1519 0.9972 4.0747
F -0.7867 -0.5127 7.2371
*
```

Computed properties:
Energy above the lowest of the compared OMol25 structures with the same formula, charge and spin, kJ/mol: 290.2
Electronic energy, Eh: -8529.5224

3.
Formula: AsF6H14O7
Source: the OMol25 dataset
Level of theory: ωB97M-V/def2-TZVPD

Geometry as ORCA input:
```
! wB97M-V def2-TZVPD RIJCOSX def2/J DEFGRID3
* xyz -1 1
As 0.4847 0.0102 -0.0682
F 0.4795 0.4022 -1.7635
F 0.2773 -1.6975 -0.4176
F 0.5167 -0.3150 1.6319
F 0.5510 1.7391 0.2455
F -1.2846 0.1701 0.0731
F 2.2353 -0.0505 -0.1817
O -0.7126 4.1564 0.5722
H -0.3862 3.2666 0.7796
H -0.9606 4.5296 1.4229
O -2.0253 0.0912 3.1277
H -1.5519 0.1897 2.2894
H -1.6453 -0.6956 3.5262
O 3.5307 -2.3829 0.4390
H 3.2584 -1.4624 0.3052
H 4.4573 -2.3326 0.6898
O 1.5013 -2.8818 -2.3611
H 1.0381 -2.4774 -1.5952
H 2.3745 -3.1032 -2.0222
O -3.5691 1.5996 -0.7776
H -2.6823 1.4819 -0.4124
H -4.0758 1.9905 -0.0605
O -0.7990 -3.5820 1.6619
H -0.7296 -2.9526 2.3844
H -0.7898 -3.0358 0.8674
O 0.4269 2.6459 -3.6745
H -0.4494 2.9285 -3.3964
H 0.5298 1.7679 -3.2852
*
```

Computed properties:
Energy above the lowest of the compared OMol25 structures with the same formula, charge and spin, kJ/mol: 27.3
Electronic energy, Eh: -3370.2937

4.
Formula: B2CsF10NO4S2
Source: the OMol25 dataset
Level of theory: ωB97M-V/def2-TZVPD

Geometry as ORCA input:
```
! wB97M-V def2-TZVPD RIJCOSX def2/J DEFGRID3
* xyz -2 1
Cs -1.3826 0.7901 -1.8667
N 2.4269 -2.0282 -0.5271
S 2.9544 -1.9842 0.8816
O 4.1293 -1.2327 1.0825
O 2.5741 -2.9941 1.8062
F 1.8242 -0.9182 1.3755
S 3.0090 -3.6486 -0.8205
O 2.0209 -4.7409 -0.9833
O 4.2449 -4.0856 -0.2360
F 3.4645 -3.3142 -2.3703
B 0.7325 5.4781 -0.6843
F 1.9421 4.9892 -0.2413
F 0.5458 6.8432 -0.4067
F 0.7084 5.2406 -2.0398
F -0.2748 4.7424 -0.0536
B -5.7806 -0.6207 1.0084
F -5.8996 -0.5499 -0.3317
F -6.3618 0.4588 1.5368
F -6.4308 -1.7619 1.4757
F -4.4469 -0.6630 1.3945
*
```

Computed properties:
Energy above the lowest of the compared OMol25 structures with the same formula, charge and spin, kJ/mol: 274.0
Electronic energy, Eh: -2221.1575

Q: Which of these has the lowest electronic energy?
A: As3F18Rb

Q: Among the records above, which one has the highest electronic energy?
A: B2CsF10NO4S2

Q: Look up the electronic energy of the first one.
A: -4045.5172 Eh